(1)
The following is a quantum chemistry calculation of a 6-piece molecular cluster, C27H59N2O17S5 overall at a distorted geometry, from OMol25.

ΔE to the lowest compared entry with this formula, charge and spin = 0.000 eV
LUMO = -3.8 eV
highest occupied orbital energy = -11.8380 eV

```
! wB97M-V def2-TZVPD RIJCOSX def2/J DEFGRID3
* xyz 1 1
S -2.473 7.375 -5.386
S -3.265 -3.015 4.455
S -3.815 -10.034 5.729
S 3.294 4.113 -5.076
S 3.326 1.272 3.682
O -1.956 -3.128 5.377
O 3.886 -0.021 3.942
O 3.334 0.497 -1.374
O -2.569 -9.846 6.412
O -4.151 -8.705 4.890
O -4.996 -10.457 6.421
O -1.983 6.813 -6.610
O 2.221 1.445 2.778
O -4.057 7.132 -5.295
O 2.647 5.264 -5.981
O 4.505 2.275 3.254
O 4.686 0.363 -3.238
O 4.158 4.715 -4.103
O -1.881 7.053 -4.118
O -2.932 -2.289 3.262
O -3.910 -4.294 4.401
O 2.264 3.185 -4.693
N 0.285 0.193 -1.931
N 1.569 -3.190 0.898
C -4.712 -7.586 5.587
C 2.923 2.046 5.217
C 4.651 2.083 0.829
C 4.291 3.376 -6.333
C 4.477 0.139 -2.074
C -1.540 0.696 -0.391
C 0.578 2.118 -0.409
C 1.529 5.998 -5.457
C -0.697 -2.595 -2.297
C 1.961 7.014 -4.417
C -4.322 4.989 -4.152
C -0.143 -3.730 3.856
C -3.668 -6.848 6.401
C -0.771 1.833 0.143
C -4.191 -1.950 5.518
C 1.259 -2.772 -0.510
C 5.568 -0.674 -1.268
C -0.965 -0.118 -1.453
C -4.549 5.792 -5.419
C 2.482 1.368 -2.127
C 5.350 1.898 2.161
C -2.528 9.133 -5.546
C -0.979 -4.128 5.055
C -0.182 -3.244 -0.953
C 1.059 1.243 -1.452
C -1.687 -1.359 -2.064
C -3.543 -11.104 4.349
H 2.680 3.091 5.032
H 5.704 0.871 2.283
H -2.807 -6.593 5.781
H -5.115 -6.914 4.827
H -3.074 9.547 -4.701
H -4.086 -5.933 6.823
H 5.343 1.909 0.003
H -3.013 9.387 -6.486
H -5.549 -7.905 6.213
H 6.226 2.547 2.203
H 2.761 7.648 -4.806
H 0.277 -2.731 3.992
H -2.768 -10.673 3.718
H -1.340 -3.372 -2.806
H -3.608 -1.052 5.712
H 0.656 -0.398 -2.682
H -3.214 -12.067 4.737
H 4.886 2.592 -5.866
H 3.771 1.955 5.892
H -5.115 -1.690 5.002
H -4.412 -2.479 6.442
H 0.125 -2.349 -3.030
H -4.712 5.521 -3.283
H -3.258 4.820 -3.979
H -2.553 0.453 -0.008
H 2.758 2.449 -2.069
H -5.620 5.869 -5.608
H -2.080 -1.105 -3.091
H 4.241 3.092 0.744
H 0.776 5.316 -5.055
H 3.641 2.952 -7.096
H -0.333 -4.226 5.929
H -1.501 9.498 -5.542
H 5.120 -0.969 -0.274
H -0.088 -4.353 -1.150
H 1.119 7.643 -4.122
H -4.103 5.300 -6.286
H -4.475 -11.217 3.801
H 2.345 6.524 -3.522
H 1.171 -2.449 1.491
H 3.821 1.386 0.725
H 1.201 2.961 -0.035
H 0.671 -4.440 3.698
H 2.583 -3.038 0.992
H -2.524 -1.679 -1.394
H -0.747 -3.706 2.948
H 4.943 4.138 -6.755
H -3.303 -7.463 7.224
H 2.036 -3.170 -1.222
H 5.872 -1.571 -1.864
H -4.811 4.015 -4.223
H 2.323 1.034 -3.192
H 1.074 6.521 -6.299
H 2.056 1.530 5.631
H 6.440 0.015 -1.098
H -1.167 2.463 0.968
H -1.458 -5.097 4.899
H 1.317 -1.642 -0.512
H -0.946 -3.100 -0.145
*
```

Atom charges from the Löwdin analysis, given in e for atoms 1 to 99: 0.5793 0.5843 0.5862 0.5859 0.5846 -0.2594 -0.2711 -0.0478 -0.2788 -0.2629 -0.2731 -0.2778 -0.3027 -0.2594 -0.2542 -0.2553 0.1106 -0.2770 -0.2890 -0.2952 -0.2725 -0.2970 0.1572 -0.0058 -0.2539 -0.1149 -0.0757 -0.1111 -0.4776 0.0442 0.0544 -0.2534 -0.1905 -0.0669 -0.0785 -0.0871 -0.0760 0.0441 -0.1169 -0.2785 0.0236 -0.1568 -0.2574 -0.0959 -0.2446 -0.1152 -0.2509 -0.1809 -0.1023 -0.1071 -0.1233 0.0770 0.1182 0.0620 0.1167 0.0778 0.0801 0.0759 0.0781 0.1179 0.1288 0.0884 0.0815 0.0735 0.1206 0.0750 0.1651 0.0775 0.0760 0.0796 0.0779 0.0763 0.1096 0.0857 0.0650 0.1267 0.1439 0.1251 0.1333 0.0931 0.1129 0.0776 0.1284 0.0769 0.0866 0.1200 0.0737 0.1170 0.0743 0.0687 0.0611 0.0520 0.1332 0.0846 0.0677 0.1276 0.0591 0.0800 0.0745

=====

(2)
The following is a quantum chemistry calculation of C27H60BF11N4O34PbS8 as an isolated structure at a distorted geometry, from OMol25.

LUMO = 2.7 eV
highest occupied orbital energy = -5.8433 eV

```
! wB97M-V def2-TZVPD RIJCOSX def2/J DEFGRID3
* xyz -2 1
Pb -2.758 1.530 0.795
S -5.267 0.275 3.515
S 0.434 1.494 3.179
S 6.311 0.885 8.901
S 4.254 -3.073 -4.053
S -4.742 -0.102 -2.338
S -1.360 -2.746 -0.090
S -2.273 4.148 -1.891
S 5.397 -0.605 6.780
F 5.546 -1.482 4.381
F 1.652 0.278 -2.509
F 2.942 1.839 -1.343
F 2.674 -0.356 -0.603
F 7.845 -1.392 9.479
F 7.459 -0.808 5.071
F 9.032 0.454 9.510
F 5.944 0.622 4.475
F 0.900 1.224 -0.504
F 4.913 2.651 -5.191
F 7.552 0.019 11.087
O -1.775 3.216 -0.915
O -0.861 -3.916 0.868
O 5.156 0.327 9.599
O 5.741 -1.943 7.191
O -5.182 4.175 1.658
O -1.985 -2.194 -6.189
O 2.328 4.699 1.211
O -3.902 0.306 3.106
O 1.238 0.863 -6.907
O -4.599 2.601 0.104
O 7.678 2.402 -0.894
O 1.880 1.303 -4.788
O 2.931 2.225 -6.440
O 1.582 6.673 0.985
O -2.791 -2.525 0.144
O -5.722 -0.547 -1.375
O -3.614 0.746 -2.018
O 6.743 2.197 9.184
O -5.565 -0.403 4.744
O 5.497 -3.687 -3.747
O -0.551 1.555 2.126
O 0.295 0.025 3.837
O -6.155 -0.478 2.426
O -3.206 3.228 1.828
O 4.063 -2.230 -5.175
O 6.769 0.561 -0.220
O 4.010 -0.197 6.647
O -1.566 3.721 -3.323
O -5.464 0.683 -3.457
O 0.288 2.477 4.206
O -0.674 -3.910 -6.029
O -0.966 -3.011 -1.450
O 3.066 -4.287 -4.151
O -1.909 5.526 -1.651
N -1.062 -2.811 -5.663
N 1.409 5.484 1.002
N 6.371 0.515 7.363
N 6.853 1.769 -0.237
C -0.281 -2.197 -4.538
C -4.061 -1.495 -3.212
C 6.160 -0.562 5.083
C -0.370 -0.714 6.070
C 2.773 2.267 -4.143
C 0.044 4.868 0.992
C -5.612 -1.762 2.066
C 2.041 1.448 2.473
C 2.005 1.342 -6.123
C 3.351 -5.593 -3.522
C 5.848 2.565 0.640
C -7.279 1.812 -4.469
C 3.697 -2.140 -2.630
C 3.514 2.854 -5.255
C 0.801 -0.259 5.160
C -5.670 -2.896 3.182
C 7.798 -0.079 9.748
C -6.885 0.525 -3.819
C -3.943 4.019 -2.387
C -0.351 -1.420 0.442
C -4.346 3.465 1.137
C -1.416 2.315 -3.547
C -5.937 1.887 3.382
C 3.798 -6.589 -4.554
C -1.886 1.922 -4.971
C -1.523 -5.203 0.685
C -2.681 -5.240 1.692
B 2.025 0.799 -1.257
H -0.744 -5.978 0.833
H -6.605 2.109 -5.250
H 2.109 2.455 2.085
H -3.942 4.436 -3.410
H -0.629 -1.262 -4.237
H 1.507 -1.116 5.033
H -6.845 -0.420 -4.420
H -6.118 2.027 2.286
H 3.437 -2.887 -1.919
H 2.112 3.040 -3.759
H -3.251 -4.340 1.433
H 4.151 -5.472 -2.771
H 0.133 3.904 0.569
H 4.580 -1.548 -2.290
H 6.193 3.610 0.759
H 4.798 -6.303 -4.915
H 2.412 -5.927 -3.102
H -0.579 -1.047 1.471
H -3.488 -2.107 -2.557
H -7.367 2.556 -3.666
H -6.512 -2.780 3.924
H -4.550 -1.588 1.819
H 2.843 -1.482 -2.737
H -6.896 2.088 3.905
H -4.130 2.942 -2.397
H 0.683 -1.830 0.585
H -1.752 -5.266 -0.384
H -2.062 1.863 -2.792
H 4.978 2.540 -0.049
H -8.318 1.849 -4.856
H -0.610 5.555 0.504
H 2.168 0.596 1.782
H 0.771 -2.156 -4.862
H -3.471 -1.124 -4.052
H 3.821 -7.601 -4.079
H -1.613 2.667 -5.738
H 0.097 -1.194 6.946
H -4.803 -2.620 3.767
H -3.219 -6.213 1.735
H -0.333 -0.626 -0.340
H 3.415 3.937 -5.425
H -6.236 -2.026 1.201
H -4.938 -2.063 -3.530
H -0.371 -3.005 -3.733
H -1.011 0.091 6.440
H 3.104 -6.641 -5.401
H -1.272 1.065 -5.289
H -0.977 -1.431 5.514
H -2.153 -5.057 2.648
H 1.376 0.643 5.508
H -2.921 1.634 -5.122
H 3.461 1.905 -3.388
H -5.579 -3.842 2.632
H 2.804 1.471 3.286
H -0.285 4.696 2.012
H -7.349 0.261 -2.891
H -4.571 4.504 -1.645
H -5.149 2.638 3.575
H -0.413 1.994 -3.355
H 5.687 1.942 1.536
*
```

Atom charges from the Löwdin analysis, given in e for atoms 1 to 99: 1.4998 0.5709 0.5875 0.5764 0.6109 0.5711 0.6021 0.6453 0.5995 0.1397 0.1017 0.1177 0.0214 0.1073 0.1460 0.0870 0.1031 0.0885 0.0230 0.0716 -0.3731 -0.2692 -0.3184 -0.2977 0.0187 0.0351 0.0303 -0.3420 0.1452 -0.2682 0.0249 0.0491 0.1326 0.0718 -0.3127 -0.2639 -0.3634 -0.2912 -0.2797 -0.2832 -0.4311 -0.2843 -0.2604 -0.2586 -0.2764 0.0542 -0.3027 -0.2533 -0.2801 -0.2536 0.0446 -0.2970 -0.2832 -0.2702 -0.4285 -0.4213 -0.3123 -0.4388 0.0632 -0.0840 -0.7137 -0.0551 -0.0376 0.0629 -0.2383 -0.0889 -0.5881 -0.2726 0.0734 -0.0616 -0.1068 -0.2245 -0.2403 -0.0598 -0.5828 -0.2102 -0.1063 -0.1302 -0.8702 -0.2406 -0.1137 -0.0936 -0.0322 -0.2441 -0.0629 -1.2051 0.1257 0.0766 0.0464 0.0944 0.0599 0.1283 0.1343 0.0796 0.0553 0.1505 0.0481 0.1148 0.0641

=====

(3)
The following is a quantum chemistry calculation of a 4-piece molecular cluster, C27H60BF4N3 overall at a distorted geometry, from OMol25.

ΔE to the lowest compared entry with this formula, charge and spin = 3.239 eV
LUMO = -3.7 eV
highest occupied orbital energy = -15.4588 eV

```
! wB97M-V def2-TZVPD RIJCOSX def2/J DEFGRID3
* xyz 2 1
F 0.101 1.619 0.285
F 2.016 1.183 1.492
F 1.462 -0.046 -0.342
F 0.229 -0.158 1.579
N -2.746 1.721 3.526
N -1.755 1.342 -3.833
N 4.014 -2.858 -0.245
C -4.134 -0.390 0.432
C -1.901 2.976 3.276
C -1.676 1.314 5.759
C -4.077 2.182 4.104
C -0.239 -2.031 -2.540
C -2.803 2.264 -2.990
C 2.096 -2.543 1.486
C -2.135 2.923 -1.831
C 3.731 -2.420 -2.725
C -0.505 2.114 -4.294
C 4.864 -3.477 -3.025
C -2.633 0.960 -5.074
C 4.368 -1.418 0.082
C -0.849 3.718 -2.258
C -1.234 3.509 4.573
C 1.537 -2.892 2.897
C -4.211 0.160 1.861
C 3.035 -2.896 -1.445
C 5.990 -3.434 -2.016
C -3.002 1.035 2.142
C -0.383 -1.023 -3.655
C -2.037 0.697 4.449
C -1.231 0.128 -2.979
C 0.150 2.981 -3.091
C 3.223 -3.467 0.982
C -0.727 2.488 5.598
C 5.360 -3.606 -0.583
B 0.982 0.703 0.782
H -2.173 0.205 -5.711
H -4.123 2.795 5.004
H 5.002 -3.290 -4.090
H -2.093 -0.344 -2.507
H -1.871 2.233 -1.029
H -2.802 -0.055 4.641
H 3.099 -2.533 -3.606
H 2.195 -2.238 -1.222
H 3.438 -0.903 -0.157
H -3.797 0.443 -0.186
H 4.782 -1.305 1.084
H -0.702 0.588 -2.144
H 2.546 -3.852 -1.634
H -1.188 -2.522 -2.325
H -0.532 2.914 6.582
H 4.551 -4.521 -3.051
H 6.563 -2.509 -2.085
H -0.300 4.264 -1.491
H -1.883 4.303 4.945
H 3.951 -3.619 1.778
H -4.657 1.273 4.264
H 0.612 2.307 -2.370
H 4.191 -1.432 -2.739
H -5.125 0.745 1.954
H 0.361 -2.895 -2.826
H 5.973 -3.097 0.161
H -4.309 -0.591 2.645
H 0.118 -1.534 -1.638
H -1.140 0.497 6.242
H -3.652 0.635 -4.866
H -5.064 -0.783 0.022
H 0.919 -3.789 2.951
H -3.647 1.669 -2.642
H -2.706 1.888 -5.640
H 1.038 3.522 -3.416
H -1.201 0.406 3.812
H 1.257 -2.622 0.795
H -4.692 2.657 3.340
H -2.858 3.538 -1.295
H -0.813 -1.482 -4.545
H 0.273 2.231 5.248
H -0.847 2.890 -4.979
H -0.446 4.223 4.332
H -3.161 1.889 1.484
H -2.075 0.548 1.841
H -2.538 1.537 6.388
H 5.300 -4.642 -0.252
H 2.861 -4.452 0.687
H 2.490 -1.530 1.566
H 5.100 -1.132 -0.674
H -3.245 2.990 -3.673
H 0.559 -0.576 -3.971
H -3.399 -1.191 0.351
H 0.097 1.405 -4.863
H -1.344 4.490 -2.848
H 0.847 -2.100 3.187
H -1.121 2.582 2.624
H -2.409 3.672 2.609
H 2.275 -2.857 3.699
H 6.634 -4.304 -2.143
*
```

And the Löwdin charges, in e, turn out to be: 0.1468 0.1932 0.0590 0.1058 -0.2257 -0.1889 -0.2141 -0.0735 -0.0825 -0.1729 0.0151 -0.1036 -0.0786 -0.2195 -0.1801 -0.1385 -0.0554 -0.1969 0.0246 0.0242 -0.1740 -0.1493 -0.0709 -0.2301 -0.1227 -0.1418 -0.1226 -0.1920 -0.0809 -0.0863 -0.1356 -0.0826 -0.1629 -0.0595 -1.3819 0.0974 0.1141 0.1143 0.1233 0.0827 0.1376 0.1114 0.0802 0.0823 0.0545 0.1277 0.1047 0.1389 0.0872 0.1241 0.1178 0.1156 0.1266 0.1095 0.1304 0.0997 0.0952 0.1197 0.1083 0.0775 0.1184 0.1143 0.0634 0.1305 0.1047 0.0863 0.0771 0.1230 0.0977 0.1265 0.1351 0.1073 0.1075 0.1248 0.1109 0.1224 0.1226 0.1212 0.1199 0.1181 0.1254 0.1304 0.1319 0.0858 0.1010 0.1329 0.1017 0.0817 0.1233 0.1116 0.0568 0.1201 0.1378 0.0791 0.1224

=====

(4)
The following is a quantum chemistry calculation of a 4-piece molecular cluster, C27H60BF4N3 overall at a distorted geometry, from OMol25.

ΔE to the lowest compared entry with this formula, charge and spin = 0.000 eV
LUMO = -3.9 eV
highest occupied orbital energy = -15.6846 eV

```
! wB97M-V def2-TZVPD RIJCOSX def2/J DEFGRID3
* xyz 2 1
F -17.872 5.117 34.732
F -16.461 4.132 36.268
F -16.690 6.424 36.190
F -15.595 5.282 34.494
N -14.029 4.730 39.151
N -18.486 8.037 32.195
N -17.983 0.046 36.076
C -19.790 8.496 31.566
C -13.690 4.238 37.744
C -13.813 6.207 39.283
C -17.980 10.343 33.940
C -17.927 0.549 37.495
C -18.649 7.950 33.672
C -17.656 10.377 32.459
C -18.500 1.181 35.233
C -18.231 1.061 33.735
C -19.762 8.675 30.077
C -13.302 3.894 40.174
C -12.055 6.152 37.523
C -18.715 -1.631 38.352
C -13.440 4.374 41.612
C -18.859 -1.181 35.893
C -17.364 9.002 31.898
C -21.032 9.353 29.579
C -18.971 2.097 32.906
C -18.966 9.248 34.350
C -12.275 4.640 37.374
C -12.795 3.361 42.550
C -18.594 -2.231 36.961
C -15.498 4.475 39.334
C -17.653 -0.527 38.511
C -12.399 6.618 38.929
C -16.584 -0.279 35.653
C -18.103 6.698 31.685
B -16.647 5.254 35.423
H -21.270 10.270 30.126
H -19.926 2.428 33.319
H -17.980 2.078 35.584
H -18.552 0.058 33.435
H -12.576 3.783 43.531
H -19.997 9.586 34.217
H -12.711 6.680 36.824
H -14.427 4.670 37.072
H -21.904 8.706 29.689
H -11.817 3.029 42.182
H -17.173 1.146 33.497
H -14.529 6.617 38.564
H -18.662 -1.526 34.885
H -17.235 6.365 32.254
H -20.472 7.678 31.828
H -19.376 7.151 33.856
H -17.849 6.753 30.633
H -16.176 -1.051 36.298
H -19.323 -3.034 36.835
H -17.028 10.213 34.466
H -18.382 10.895 31.821
H -19.737 -1.257 38.476
H -16.769 10.999 32.311
H -17.136 8.956 30.840
H -15.994 0.631 35.669
H -18.919 9.058 35.424
H -18.916 6.001 31.875
H -19.159 1.694 31.910
H -11.689 6.184 39.642
H -15.706 4.782 40.356
H -17.755 7.460 34.069
H -11.553 4.104 37.993
H -16.723 -1.075 38.329
H -16.108 5.125 38.712
H -18.554 -2.395 39.111
H -20.951 9.642 28.533
H -12.891 5.314 41.731
H -13.681 2.880 40.076
H -14.131 6.501 40.279
H -19.567 1.279 35.421
H -16.492 8.602 32.427
H -11.017 6.325 37.250
H -12.094 4.365 36.335
H -18.948 0.901 37.687
H -12.315 7.701 39.000
H -19.704 7.690 29.608
H -13.800 3.162 37.866
H -17.621 -2.702 36.793
H -18.403 3.016 32.751
H -18.329 11.324 34.263
H -15.692 3.428 39.135
H -19.883 -0.819 35.992
H -20.141 9.335 32.157
H -17.285 1.427 37.515
H -17.613 -0.135 39.523
H -12.248 4.005 39.934
H -13.390 2.462 42.711
H -16.605 -0.721 34.661
H -14.454 4.576 41.957
H -18.876 9.215 29.746
*
```

And the Löwdin charges, in e, turn out to be: 0.0834 0.0684 0.1051 0.1006 -0.2692 -0.2735 -0.2654 -0.1255 -0.0872 -0.1057 -0.1662 -0.1155 -0.1360 -0.1638 -0.1252 -0.2225 -0.2290 -0.1250 -0.1683 -0.1748 -0.2312 -0.0858 -0.1051 -0.0800 -0.0812 -0.1501 -0.1516 -0.0887 -0.1626 0.0207 -0.1557 -0.1504 0.0267 0.0217 -1.2750 0.0825 0.0825 0.1276 0.1088 0.0850 0.1179 0.1260 0.1174 0.0844 0.0849 0.1142 0.1434 0.1297 0.1108 0.1471 0.1445 0.1100 0.0987 0.1322 0.1245 0.1218 0.1258 0.1301 0.1276 0.1214 0.1312 0.1167 0.0820 0.1206 0.0994 0.1212 0.1134 0.1134 0.1069 0.1242 0.0838 0.1146 0.1403 0.1336 0.1402 0.1481 0.1227 0.1291 0.1474 0.1301 0.1163 0.1338 0.1212 0.0690 0.1229 0.1052 0.1442 0.1225 0.1279 0.1256 0.1241 0.0823 0.1099 0.1103 0.1104

=====

> What is the LUMO in the third record?

-3.7 eV

=====

> The lowest highest occupied orbital energy belongs to which entry?

number 4